a.
Here is an isolated ion of composition CH5N2O and charge +1 from the OMol25 dataset. Energies are from wB97M-V/def2-TZVPD.

```
! RIJCOSX wB97M-V def2-TZVPD def2/J DEFGRID3
* xyz 1 1
C -0.119 -0.492 0.980
N -0.182 0.487 -0.037
N 0.242 0.281 -1.214
O -0.716 1.672 0.220
H -0.460 -0.024 1.902
H 0.914 -0.902 1.112
H -0.580 -1.357 0.601
H 0.745 -0.623 -1.468
H 0.157 0.958 -2.096
*
```

## Properties
LUMO energy (spin up / spin down)	-0.24955 / -0.24956	Eh
frontier orbital gap (spin up / spin down)	10.540 / 10.539	eV
HOMO level (spin up / spin down)	-17.33 / -17.33	eV
SMILES	C[N+](N)=O

Löwdin population analysis, charges in e, atoms 1 to 6: C 0.0634; N -0.2627; N 0.2198; O 0.1205; H 0.1369; H 0.1507


b.
Here is a 2-piece molecular cluster, CH5N2O overall from the OMol25 dataset. Energies are from wB97M-V/def2-TZVPD.

```
! RIJCOSX wB97M-V def2-TZVPD def2/J DEFGRID3
* xyz 1 1
C 0.085 0.611 0.024
N -1.241 0.512 -0.162
N 1.041 -0.239 0.141
O 2.268 0.277 -0.240
H 0.542 1.583 -0.129
H -1.781 1.321 0.180
H -1.731 -0.359 -0.052
H 1.266 -2.375 0.438
H 2.923 0.289 0.547
*
```

## Properties
LUMO energy (spin up / spin down)	-0.30477 / -0.20203	Eh
frontier orbital gap (spin up / spin down)	7.147 / 10.489	eV
HOMO level (spin up / spin down)	-15.44 / -15.99	eV

Löwdin population analysis, charges in e, atoms 1 to 6: C -0.1732; N 0.1913; N 0.0155; O 0.0097; H 0.1708; H 0.1514


Which one is most stable, and which one is least stable? a is the most stable of them, while b is the least stable.


a.
Here is a 2-piece molecular cluster, CH5N2O overall from the OMol25 dataset. Energies are from wB97M-V/def2-TZVPD.

```
! RIJCOSX wB97M-V def2-TZVPD def2/J DEFGRID3
* xyz 1 1
C 0.391 -0.069 0.603
N 1.478 -0.338 -0.059
N -0.397 0.852 0.157
O -2.305 -0.408 -0.103
H 0.054 -0.724 1.498
H 2.260 -0.866 0.266
H 1.718 0.321 -0.745
H -0.403 1.352 -0.733
H -2.797 -0.120 -0.884
*
```

## Properties
LUMO energy (spin up / spin down)	-0.32619 / -0.33024	Eh
frontier orbital gap (spin up / spin down)	7.490 / 7.330	eV
HOMO level (spin up / spin down)	-16.37 / -16.32	eV

Löwdin population analysis, charges in e, atoms 1 to 6: C -0.2216; N 0.2301; N 0.2162; O 0.1181; H 0.2022; H 0.1454


b.
Here is a 2-piece molecular cluster, CH5N2O overall from the OMol25 dataset. Energies are from wB97M-V/def2-TZVPD.

```
! RIJCOSX wB97M-V def2-TZVPD def2/J DEFGRID3
* xyz 1 1
C 1.141 -0.691 -0.102
N 3.127 0.739 0.019
N 2.222 0.101 -0.032
O -0.978 1.146 0.079
H 1.160 -1.591 -0.891
H 0.163 -0.102 -0.178
H 0.784 -1.259 0.747
H -1.591 1.890 0.079
H -1.291 0.690 -0.697
*
```

## Properties
LUMO energy	-0.21599	Eh
frontier orbital gap	10.734	eV
HOMO level	-16.61	eV

Löwdin population analysis, charges in e, atoms 1 to 6: C -0.0186; N 0.4475; N 0.0556; O -0.0473; H 0.2008; H 0.0892


c.
Here is an isolated ion of composition CH5N2O and charge +1 from the OMol25 dataset. Energies are from wB97M-V/def2-TZVPD.

```
! RIJCOSX wB97M-V def2-TZVPD def2/J DEFGRID3
* xyz 1 1
C -0.575 -0.805 0.113
N 0.604 -0.010 0.153
N 0.451 1.178 -0.207
O 1.663 -0.536 0.227
H -1.461 -0.462 0.747
H -0.347 -1.830 0.460
H -0.919 -0.956 -1.068
H -0.506 1.463 -0.447
H 1.091 1.958 0.022
*
```

## Properties
LUMO energy	-0.23807	Eh
frontier orbital gap	11.315	eV
HOMO level	-17.79	eV
SMILES	C[N+](N)=O

Löwdin population analysis, charges in e, atoms 1 to 6: C 0.0333; N -0.3535; N 0.2491; O 0.2184; H 0.1436; H 0.1223


Which one is most stable, and which one is least stable? b is the most stable of them, while a is the least stable.


a.
Here is a 2-piece molecular cluster, C2NO3S overall from the OMol25 dataset. Energies are from wB97M-V/def2-TZVPD.

```
! RIJCOSX wB97M-V def2-TZVPD def2/J DEFGRID3
* xyz -1 1
C -1.178 1.710 0.176
C 0.722 -1.725 0.013
N -2.242 1.730 0.610
O 0.894 0.350 -0.705
O 0.284 -1.606 1.073
O 1.064 -2.199 -0.988
S 0.456 1.741 -0.179
*
```

## Properties
LUMO energy	0.13724	Eh
frontier orbital gap	6.973	eV
HOMO level	-3.24	eV

Löwdin population analysis, charges in e, atoms 1 to 6: C -0.7056; C -0.5451; N 0.0113; O -0.7474; O 0.1535; O 0.1406


b.
Here is an isolated ion of composition C2NO3S and charge -1 from the OMol25 dataset. Energies are from wB97M-V/def2-TZVPD.

```
! RIJCOSX wB97M-V def2-TZVPD def2/J DEFGRID3
* xyz -1 1
N -1.531 0.275 -2.463
C -0.995 -0.366 -1.669
S -0.219 -1.336 -0.537
O 0.944 -0.412 0.023
C 0.640 0.463 1.328
O -0.494 0.350 1.694
O 1.655 1.025 1.623
*
```

## Properties
LUMO energy	0.12690	Eh
frontier orbital gap	8.396	eV
HOMO level	-4.94	eV
SMILES	N#CSOC(=O)[O-]

Löwdin population analysis, charges in e, atoms 1 to 6: N 0.0451; C -0.6295; S 0.8732; O -0.5232; C -0.7892; O -0.0062


Which one is most stable, and which one is least stable? b is the most stable of them, while a is the least stable.


a.
Here is one molecule with the formula C21H26N2O5 from the OMol25 dataset. Energies are from wB97M-V/def2-TZVPD.

```
! RIJCOSX wB97M-V def2-TZVPD def2/J DEFGRID3
* xyz 0 1
C -0.924 -0.827 2.391
C 0.113 -1.879 2.012
N 0.312 -1.998 0.576
C -0.888 -2.330 -0.173
C -1.568 -3.655 0.191
C 1.455 -2.839 0.254
C 2.776 -2.059 0.276
C 2.937 -1.137 -0.938
N 1.838 -0.223 -1.089
C 0.900 -0.318 -2.042
O 0.854 -1.063 -3.008
C -0.147 0.689 -1.717
O -1.178 0.813 -2.551
C 0.187 1.327 -0.578
C -0.495 2.395 0.160
O 0.111 3.224 0.819
C -1.952 2.383 0.088
C -2.859 3.355 0.448
C -4.133 2.815 0.201
C -3.926 1.546 -0.279
C -4.881 0.490 -0.701
O -2.615 1.284 -0.344
C 1.534 0.813 -0.121
C 2.580 1.882 -0.098
C 2.946 2.809 -1.029
C 4.012 3.541 -0.455
C 4.213 3.001 0.777
O 3.356 1.992 0.999
H -0.735 0.104 1.863
H -1.932 -1.159 2.156
H -0.871 -0.637 3.460
H 1.075 -1.589 2.447
H -0.164 -2.846 2.469
H -0.610 -2.358 -1.229
H -1.596 -1.507 -0.045
H -1.954 -3.635 1.207
H -2.399 -3.835 -0.486
H -0.867 -4.483 0.100
H 1.317 -3.243 -0.751
H 1.537 -3.690 0.950
H 2.850 -1.473 1.192
H 3.605 -2.769 0.268
H 2.969 -1.729 -1.856
H 3.869 -0.568 -0.848
H -1.026 0.170 -3.269
H -2.618 4.327 0.827
H -5.079 3.293 0.356
H -5.900 0.856 -0.618
H -4.685 0.201 -1.733
H -4.767 -0.396 -0.079
H 1.467 0.385 0.884
H 2.504 2.955 -1.993
H 4.546 4.356 -0.899
H 4.906 3.238 1.560
*
```

## Properties
LUMO energy	-0.00097	Eh
frontier orbital gap	8.228	eV
HOMO level	-8.25	eV
SMILES	CCN(CC)CCCN1C(=O)C(O)=C(C(=O)c2ccc(C)o2)[C@@H]1c1ccco1

Löwdin population analysis, charges in e, atoms 1 to 6: C -0.0619; C -0.2507; N -0.1850; C -0.2439; C -0.0689; C -0.1890


b.
Here is one molecule with the formula C21H26N2O5 from the OMol25 dataset. Energies are from wB97M-V/def2-TZVPD.

```
! RIJCOSX wB97M-V def2-TZVPD def2/J DEFGRID3
* xyz 0 1
C -1.556 -3.506 1.923
C -2.435 -2.562 1.116
O -1.699 -1.430 0.655
C -1.020 -1.566 -0.482
O -0.969 -2.588 -1.118
C -0.363 -0.257 -0.917
C -1.386 0.448 -1.846
C -2.768 0.509 -1.257
C -3.669 -0.520 -1.490
C -4.925 -0.489 -0.908
C -5.294 0.564 -0.098
C -4.404 1.614 0.130
O -4.862 2.615 0.934
C -4.016 3.707 1.200
C -3.144 1.580 -0.456
C 0.008 0.612 0.289
C 0.975 -0.123 1.227
C 1.878 -1.065 0.418
N 2.091 -0.505 -0.892
C 3.133 0.252 -1.290
O 3.166 0.801 -2.382
C 4.306 0.381 -0.387
C 5.627 0.622 -0.850
C 6.363 0.740 0.294
C 7.804 0.984 0.537
O 5.546 0.594 1.352
N 4.283 0.374 0.924
C 0.911 -0.558 -1.731
H -1.098 -2.979 2.757
H -0.772 -3.916 1.290
H -2.157 -4.324 2.309
H -3.238 -2.145 1.728
H -2.859 -3.084 0.253
H -1.421 -0.108 -2.785
H -1.016 1.454 -2.053
H -3.386 -1.347 -2.124
H -5.623 -1.293 -1.089
H -6.267 0.605 0.365
H -3.102 3.393 1.715
H -4.586 4.368 1.852
H -3.752 4.244 0.284
H -2.445 2.388 -0.305
H 0.486 1.517 -0.092
H -0.891 0.897 0.832
H 1.594 0.603 1.752
H 0.421 -0.700 1.967
H 2.827 -1.211 0.930
H 1.394 -2.037 0.278
H 5.943 0.690 -1.868
H 8.318 1.120 -0.409
H 8.242 0.140 1.068
H 7.935 1.871 1.154
H 1.051 0.178 -2.526
H 0.821 -1.553 -2.183
*
```

## Properties
LUMO energy	0.02781	Eh
frontier orbital gap	9.265	eV
HOMO level	-8.51	eV
SMILES	CCOC(=O)[C@@]1(Cc2cccc(OC)c2)CCCN(C(=O)c2cc(C)on2)C1

Löwdin population analysis, charges in e, atoms 1 to 6: C -0.0548; C -0.2026; O -0.0057; C -0.4830; O 0.1208; C -0.3132


Which one is most stable, and which one is least stable? b is the most stable of them, while a is the least stable.


a.
Here is one molecule with the formula C19H22N6O2 from the OMol25 dataset. Energies are from wB97M-V/def2-TZVPD.

```
! RIJCOSX wB97M-V def2-TZVPD def2/J DEFGRID3
* xyz 0 1
N 1.891 0.203 -2.547
C 2.930 0.630 -2.244
C 4.083 1.240 -1.585
C 4.185 0.846 -0.128
C 5.382 0.380 0.434
C 5.562 0.262 1.851
C 4.477 0.493 2.677
C 3.178 0.636 2.130
N 2.163 0.812 3.050
C 0.845 0.535 2.955
N 0.178 0.924 4.015
C -1.102 0.708 3.960
N -1.791 0.932 5.151
C -1.877 0.132 2.886
N -3.235 -0.208 2.826
O -4.047 0.611 3.197
C -1.002 -0.253 1.886
O -1.642 -0.824 0.757
C -0.829 -0.942 -0.491
C -1.903 -0.632 -1.514
C -1.451 -0.235 -2.976
C -2.652 0.112 -3.860
C -3.651 -0.942 -3.935
C -4.160 -1.412 -2.522
C -2.855 -1.917 -1.782
N 0.237 0.024 1.893
C 3.111 0.947 0.753
H 3.816 2.276 -1.592
H 4.966 0.921 -2.117
H 6.254 0.228 -0.145
H 6.558 0.073 2.123
H 4.665 0.515 3.711
H 2.483 1.221 3.912
H -2.862 1.017 5.133
H -1.262 1.326 5.849
H -0.466 -2.033 -0.577
H -0.033 -0.209 -0.514
H -2.497 0.168 -1.176
H -0.732 0.602 -2.924
H -1.021 -1.152 -3.519
H -2.327 0.223 -4.838
H -3.138 1.058 -3.682
H -4.496 -0.684 -4.599
H -3.117 -1.847 -4.341
H -4.872 -2.261 -2.640
H -4.718 -0.621 -2.069
H -2.320 -2.594 -2.435
H -3.010 -2.534 -0.741
H 2.106 1.246 0.348
*
```

## Properties
LUMO energy	-0.01037	Eh
frontier orbital gap	8.052	eV
HOMO level	-8.33	eV
SMILES	N#CCc1cccc(Nc2nc(N)c(N=O)c(OCC3CCCCC3)n2)c1

Löwdin population analysis, charges in e, atoms 1 to 6: N 0.1775; C -0.1902; C -0.1148; C -0.2265; C -0.0301; C -0.0509


b.
Here is one molecule with the formula C19H22N6O2 from the OMol25 dataset. Energies are from wB97M-V/def2-TZVPD.

```
! RIJCOSX wB97M-V def2-TZVPD def2/J DEFGRID3
* xyz 0 1
N 4.503 2.391 -3.258
C 4.528 1.275 -3.507
C 4.479 -0.092 -3.886
C 4.404 -1.039 -2.752
C 5.173 -2.242 -2.549
C 4.799 -3.136 -1.472
C 3.712 -2.927 -0.731
C 2.966 -1.716 -0.888
N 1.869 -1.303 -0.105
C 1.286 -0.061 0.180
N 1.975 1.060 0.099
C 1.661 1.913 1.027
N 2.422 2.968 1.057
C 0.606 1.802 1.948
N 0.225 2.683 2.918
O 0.359 3.866 2.620
C -0.053 0.684 1.806
O -1.105 0.585 2.730
C -2.099 -0.420 2.624
C -2.991 -0.177 1.309
C -4.271 -0.949 1.643
C -5.211 -1.151 0.434
C -5.389 0.375 -0.091
C -4.266 1.294 -0.179
C -3.287 1.264 1.050
N 0.320 -0.335 0.985
C 3.303 -0.877 -1.926
H 5.289 -0.306 -4.522
H 3.556 -0.312 -4.564
H 6.151 -2.473 -3.058
H 5.530 -3.908 -1.317
H 3.413 -3.644 0.059
H 1.435 -1.940 0.625
H 2.227 3.615 1.814
H 2.756 3.249 0.144
H -2.833 -0.305 3.472
H -1.730 -1.427 2.648
H -2.546 -0.535 0.423
H -3.859 -1.920 1.952
H -4.673 -0.525 2.551
H -6.118 -1.631 0.534
H -4.831 -1.740 -0.400
H -5.785 0.492 -1.098
H -6.229 0.754 0.491
H -4.692 2.318 -0.328
H -3.762 1.118 -1.126
H -3.566 1.833 1.961
H -2.274 1.597 0.834
H 2.625 -0.044 -2.183
*
```

## Properties
LUMO energy	-0.02380	Eh
frontier orbital gap	7.596	eV
HOMO level	-8.24	eV
SMILES	N#CCc1cccc(Nc2nc(N)c(N=O)c(OCC3CCCCC3)n2)c1

Löwdin population analysis, charges in e, atoms 1 to 6: N 0.1593; C -0.2408; C -0.1624; C -0.2330; C -0.0091; C -0.1068


Which one is most stable, and which one is least stable? a is the most stable of them, while b is the least stable.


a.
Here is a 2-piece molecular cluster, C2H8N2O2 overall from the OMol25 dataset. Energies are from wB97M-V/def2-TZVPD.

```
! RIJCOSX wB97M-V def2-TZVPD def2/J DEFGRID3
* xyz 0 1
N -0.422 0.309 -2.035
C 0.657 -0.303 -1.358
O 1.426 -1.016 -1.962
O 0.747 -0.140 0.001
H -0.800 1.150 -1.645
H -0.325 0.218 -3.049
H -0.102 0.235 0.334
C -0.589 0.584 2.960
N -1.245 0.271 1.628
H -0.843 1.588 3.213
H -0.961 -0.070 3.767
H 0.508 0.491 2.923
H -2.202 0.650 1.627
H -1.405 -0.757 1.762
*
```

## Properties
LUMO energy	0.02356	Eh
frontier orbital gap	10.524	eV
HOMO level	-9.88	eV
SMILES	NC(=O)O.CN

Löwdin population analysis, charges in e, atoms 1 to 6: N 0.1368; C -0.6264; O 0.0597; O 0.0446; H 0.0799; H 0.1073


b.
Here is a 2-piece molecular cluster, C2H8N2O2 overall from the OMol25 dataset. Energies are from wB97M-V/def2-TZVPD.

```
! RIJCOSX wB97M-V def2-TZVPD def2/J DEFGRID3
* xyz 0 1
O 6.119 1.460 1.446
C 5.163 0.922 1.002
O 4.567 -0.174 1.557
H 4.605 1.292 0.128
H 4.749 -1.016 1.119
N -1.985 -0.047 0.376
C -2.519 0.096 -0.984
N -3.718 -0.660 -1.342
H -2.789 -0.163 0.986
H -1.469 -0.922 0.414
H -2.821 1.148 -1.052
H -1.757 -0.031 -1.740
H -3.580 -1.573 -1.011
H -4.565 -0.333 -0.899
*
```

## Properties
LUMO energy	0.02307	Eh
frontier orbital gap	9.851	eV
HOMO level	-9.22	eV
SMILES	O=CO.NCN

Löwdin population analysis, charges in e, atoms 1 to 6: O 0.1076; C -0.3854; O 0.0344; H 0.1339; H 0.1093; N -0.0144


Which one is most stable, and which one is least stable? a is the most stable of them, while b is the least stable.